Record 1
Below is C21H20N2O6 in the gas phase in a non-equilibrium geometry, with properties calculated with ωB97M-V with the def2-TZVPD basis set.

```
! RIJCOSX wB97M-V def2-TZVPD def2/J DEFGRID3
* xyz 0 1
C -5.37230 -1.23623 -1.74686
O -4.49846 -0.13286 -1.64840
C -3.44659 -0.12445 -0.79238
C -2.76959 1.09822 -0.75648
C -1.66261 1.27767 0.04690
C -0.96484 2.56047 0.06300
N -1.62234 3.68941 0.12392
O -0.71742 4.69592 0.17244
C 0.52061 4.18849 0.15015
C 1.67269 5.12052 0.18406
C 0.44903 2.81313 0.06791
C 1.56516 1.90649 -0.03207
C 1.49875 0.69070 -0.59079
C 2.57802 -0.27413 -0.67455
C 2.29003 -1.57182 -1.11799
C 3.27090 -2.54357 -1.19906
C 4.57511 -2.24914 -0.84499
C 4.86951 -0.96195 -0.40943
N 6.22405 -0.63367 -0.03923
O 7.06293 -1.50322 -0.13863
O 6.44425 0.49371 0.35213
C 3.89455 0.01848 -0.32069
C -1.21124 0.23051 0.84837
C -1.85340 -0.99383 0.81233
O -1.43678 -2.08457 1.52258
C -0.25971 -1.98235 2.28502
C -2.98870 -1.18733 -0.00396
O -3.59802 -2.42611 -0.06979
C -4.15571 -2.91658 1.13450
H -6.09984 -0.95011 -2.50655
H -5.89315 -1.42376 -0.80438
H -4.84957 -2.14190 -2.05873
H -3.13655 1.90217 -1.37188
H 2.37618 4.82715 0.96129
H 2.19693 5.11053 -0.77092
H 1.31517 6.12741 0.38055
H 2.49610 2.28711 0.36670
H 0.55683 0.35892 -1.00563
H 1.27445 -1.81401 -1.39658
H 3.01851 -3.53540 -1.54096
H 5.36139 -2.98532 -0.89974
H 4.18352 1.00137 0.01637
H -0.35756 0.38735 1.48612
H -0.36609 -1.25549 3.09656
H 0.60106 -1.71262 1.66416
H -0.10076 -2.97271 2.70934
H -4.87143 -2.20167 1.55607
H -4.67555 -3.83396 0.86276
H -3.38753 -3.13699 1.87744
*
```

Summary:
Orbital gap (eV): 7.7
ΔE to the lowest compared entry with this formula, charge and spin (kcal/mol): 199.6
Molar mass (g/mol): 396.4
Highest occupied orbital energy (Eh): -0.305

Record 2
Below is a molecular structure, C21H20N4O2W in a non-equilibrium geometry, with properties calculated with ωB97M-V with the def2-TZVPD basis set.

```
! RIJCOSX wB97M-V def2-TZVPD def2/J DEFGRID3
* xyz 4 3
N 0.79823 -1.00803 -2.31520
C 0.28561 -2.01521 -2.63614
C -0.11310 -3.33857 -3.08736
H 0.48176 -4.09978 -2.53729
H 0.09761 -3.43123 -4.16570
H -1.18657 -3.54951 -2.91287
N -0.31989 2.65018 -0.53539
C -1.00060 3.55137 -0.79328
C -1.89288 4.65994 -0.93707
H -1.77573 5.06168 -1.96101
H -1.59974 5.41004 -0.17635
H -2.92580 4.29597 -0.76566
N 0.86385 0.90768 3.32928
C 1.42699 -0.06064 3.63825
C 2.09902 -1.08527 4.39909
H 1.59226 -1.27969 5.34740
H 3.12082 -0.75049 4.58784
H 2.19209 -2.01758 3.82712
W 2.02861 0.68963 -1.53333
C -2.18950 0.56147 1.87462
O -1.99751 0.13610 2.91749
C -2.66221 -0.18629 -0.77015
O -3.01526 -1.14548 -1.28412
C 3.33456 0.77299 -3.07238
C 3.78007 -0.19865 -2.11323
C 3.82131 0.16100 -0.72991
C 3.41922 1.47949 -0.30571
C 3.01052 2.46605 -1.28065
C 2.96025 2.10268 -2.66004
H 3.26333 0.50885 -4.12395
H 3.98470 -1.23799 -2.40710
H 4.17577 -0.51926 0.04903
H 3.63381 1.78351 0.71418
H 2.87175 3.50134 -0.96996
H 2.70229 2.86530 -3.39259
N -0.81907 -2.20326 0.76632
C -1.86222 -2.42591 1.25951
C -3.10103 -2.80252 1.85965
C -3.17269 -4.06089 2.47417
C -4.37464 -4.51474 3.01809
C -5.51666 -3.70931 2.95861
C -5.44563 -2.45067 2.35905
C -4.24282 -1.99165 1.81403
H -2.27639 -4.68248 2.51131
H -4.41647 -5.50080 3.48090
H -6.46012 -4.06505 3.37695
H -6.33242 -1.81758 2.31052
H -4.20428 -1.00618 1.34340
*
```

Summary:
Orbital gap (alpha / beta) (eV): 3.9 / 3.5
<S²>: 2.03
Molar mass (g/mol): 544.3
Highest occupied orbital energy (alpha / beta) (Eh): -0.750 / -0.750

Record 3
Below is C21H20N4O3 in the gas phase in a non-equilibrium geometry, with properties calculated with ωB97M-V with the def2-TZVPD basis set.

```
! RIJCOSX wB97M-V def2-TZVPD def2/J DEFGRID3
* xyz 0 1
C 4.21976 0.59835 0.91901
C 2.82707 0.78910 1.31173
C 2.35215 1.69141 2.28473
C 1.01342 1.48541 2.37437
C 0.23406 2.24079 3.45107
N 0.67805 0.47561 1.44782
C -0.62863 -0.10234 1.30764
N -1.39940 -0.05190 2.40102
C -2.61127 -0.69125 2.50887
C -3.33238 -0.60839 3.71789
C -4.57428 -1.18794 3.83096
C -5.07270 -1.99993 2.81123
C -4.30612 -2.17212 1.62210
C -3.09680 -1.44500 1.44139
C -2.29610 -1.47553 0.18636
O -2.69946 -2.15565 -0.75259
N -1.08042 -0.75801 0.11897
O -0.38480 -0.59915 -1.14417
C 0.30487 -1.83590 -1.51628
C 0.09172 -2.12916 -3.00901
O 1.07614 -1.52873 -3.88689
C 1.28225 -0.17524 -3.94229
C 0.31879 0.82042 -3.60459
C 0.66458 2.16718 -3.43833
C 1.95565 2.54553 -3.81321
C 2.87237 1.60119 -4.34774
C 2.51875 0.24278 -4.36808
N 1.83572 0.09311 0.81026
H 4.35718 0.54237 -0.18377
H 4.81988 1.43147 1.25964
H 4.60689 -0.30838 1.36724
H 2.96272 2.40417 2.84407
H -0.24921 1.50792 4.08782
H 0.84354 2.82654 4.08799
H -0.47143 2.91620 3.00258
H -2.91864 -0.01450 4.50801
H -5.14270 -0.95759 4.72325
H -6.07244 -2.43548 2.94268
H -4.70862 -2.76963 0.81320
H -0.03091 -2.66243 -0.88043
H 1.36405 -1.75451 -1.36940
H 0.13250 -3.20712 -3.15208
H -0.91086 -1.77100 -3.27367
H -0.68725 0.52285 -3.36440
H -0.00499 2.94303 -3.10599
H 2.28055 3.59596 -3.71168
H 3.86628 1.88076 -4.66326
H 3.20048 -0.52524 -4.65399
*
```

Summary:
Orbital gap (eV): 8.4
ΔE to the lowest compared entry with this formula, charge and spin (kcal/mol): 114.2
Molar mass (g/mol): 376.4
Highest occupied orbital energy (Eh): -0.306

Record 4
Below is a molecular structure, C21H20N4O9PS2Ti in a non-equilibrium geometry, with properties calculated with ωB97M-V with the def2-TZVPD basis set.

```
! RIJCOSX wB97M-V def2-TZVPD def2/J DEFGRID3
* xyz -2 2
Ti -0.83059 -0.34191 0.16141
O 0.03049 -3.94804 -0.97177
C -0.52524 -2.87010 -0.97649
O -0.96575 -2.24417 0.07845
C -0.80508 -2.19679 -2.34001
C -0.41501 -2.88540 -3.45150
C -0.75124 -2.41950 -4.71632
C -1.49099 -1.27798 -4.88687
C -1.88101 -0.55920 -3.78216
C -1.54671 -0.95880 -2.45906
O -1.91698 -0.31355 -1.42398
N -2.67854 0.68244 -4.06727
O -2.97356 1.39948 -3.14296
O -3.07429 0.82751 -5.21750
N -0.32914 -3.17967 -5.91853
O 0.38110 -4.15367 -5.75145
O -0.72291 -2.79388 -7.00704
H 0.13832 -3.80503 -3.31740
H -1.76468 -0.93700 -5.87249
C 3.39333 -1.66652 0.48646
C 4.10115 -0.53356 0.07551
C 3.41301 0.57114 -0.35647
C 2.00901 0.54986 -0.36446
N 1.31491 -0.54498 0.07853
C 2.02177 -1.62528 0.48546
C 1.19486 1.63973 -0.79002
C 1.64576 2.75084 -1.53366
C 0.76395 3.71654 -1.92209
C -0.61471 3.59244 -1.55166
C -1.00603 2.50555 -0.83649
N -0.13744 1.51957 -0.45347
H 3.88975 -2.55273 0.85511
H 5.18507 -0.51908 0.10656
H 3.93397 1.46505 -0.67170
H 1.43884 -2.47475 0.80514
H 2.68933 2.81028 -1.81649
H 1.10188 4.55484 -2.52065
H -1.35059 4.32609 -1.85221
H -2.03249 2.34860 -0.53773
C 0.33962 2.90464 4.09814
C 0.47991 2.25761 2.73138
O 1.01202 0.94526 2.83226
P 0.05350 -0.43533 2.86565
S -2.39811 0.43207 1.54927
S 1.33619 -1.83771 3.61027
O -0.86783 0.03601 4.15341
C -1.87074 -0.86988 4.59166
C -1.50073 -1.44011 5.94579
H 0.06781 3.96197 3.98855
H 1.28150 2.83672 4.64921
H -0.43007 2.39616 4.67803
H 1.18847 2.82402 2.11941
H -0.48277 2.24038 2.21676
H -2.01172 -1.66910 3.85968
H -2.81161 -0.31522 4.64205
H -0.61577 -2.07041 5.85183
H -2.33474 -2.02562 6.35109
H -1.26845 -0.62986 6.64286
*
```

Summary:
Orbital gap (alpha / beta) (eV): 4.3 / 4.9
<S²>: 0.77
ΔE to the lowest compared entry with this formula, charge and spin (kcal/mol): 17.9
Molar mass (g/mol): 615.4
Highest occupied orbital energy (alpha / beta) (Eh): -0.012 / -0.033

Record 5
Below is a molecular structure, C21H21AsN2OPdS2, with properties calculated with ωB97M-V with the def2-TZVPD basis set.

```
! RIJCOSX wB97M-V def2-TZVPD def2/J DEFGRID3
* xyz 0 1
Pd 1.06153 -0.14202 -1.15252
S 3.43633 0.12255 -1.33638
C 2.92790 1.74770 -1.23319
N 1.63926 1.97225 -1.11768
C 1.35594 3.31287 -0.96227
C 0.10342 3.87755 -0.72891
C -0.00258 5.24962 -0.59944
C 1.12296 6.06962 -0.69059
C 2.37659 5.52168 -0.89575
C 2.48565 4.14460 -1.02308
S 3.91948 3.17960 -1.23429
H -0.76396 3.24122 -0.62164
H -0.97220 5.69427 -0.41596
H 1.01832 7.14125 -0.58773
H 3.25280 6.15405 -0.94818
C -3.19949 0.54325 -1.85175
C -3.70423 -0.74231 -1.71183
C -2.83540 -1.79701 -1.51318
C -1.46534 -1.55559 -1.44768
N -0.98867 -0.29264 -1.56085
C -1.83284 0.71932 -1.76549
C -0.42644 -2.56642 -1.23515
C -0.69708 -3.93232 -1.13774
C 0.33493 -4.82505 -0.91436
C 1.63633 -4.34615 -0.79310
C 1.90859 -2.99041 -0.89666
C 0.88706 -2.06640 -1.12580
H -3.84384 1.39303 -2.02384
H -4.77040 -0.92095 -1.76330
H -3.21174 -2.80337 -1.40357
H -1.37534 1.69283 -1.87761
H -1.70941 -4.30409 -1.23587
H 0.13311 -5.88526 -0.84159
H 2.44845 -5.04193 -0.61990
H 2.92896 -2.64454 -0.79059
C 0.39143 -2.69023 2.44631
As 0.14416 -0.77879 2.48338
C 0.38249 -0.24595 4.32038
C -1.72078 -0.46858 2.08372
O 1.14962 0.01908 1.46373
H -0.25202 -3.18052 3.17652
H 1.43544 -2.90252 2.67282
H 0.17099 -3.05252 1.44328
H -0.30364 -0.78138 4.97536
H 0.20953 0.82636 4.39552
H 1.41119 -0.45799 4.60716
H -2.36959 -1.00556 2.77467
H -1.91085 -0.80327 1.06491
H -1.91662 0.60106 2.14971
*
```

Summary:
Orbital gap (eV): 7.3
ΔE to the lowest compared entry with this formula, charge and spin (kcal/mol): 0.0
Molar mass (g/mol): 562.9
Highest occupied orbital energy (Eh): -0.266